Molecular formula: C11H19BClFOS
Method: DFT, the ωB97M-V functional and the def2-TZVPD basis

E_LUMO: -2.9 eV

Structure (ORCA input):
```
! RIJCOSX wB97M-V def2-TZVPD def2/J DEFGRID3
* xyz 0 1
C 0.158 1.782 0.885
C -1.371 1.775 0.428
C -2.224 3.052 0.653
C -3.728 3.073 0.246
C -4.359 1.810 -0.369
C -3.488 0.557 -0.603
C -1.988 0.510 -0.226
C -1.172 -0.838 -0.528
B -0.235 -0.631 -1.865
F -0.318 -1.808 -2.773
S -0.891 0.854 -2.894
C 1.353 -0.341 -1.577
C 2.018 -1.260 -0.445
C 3.610 -1.361 -0.502
Cl 4.110 -2.529 0.879
H 0.864 2.202 0.083
H 0.276 2.455 1.815
H 0.436 0.725 1.211
H -1.733 3.967 1.110
H -4.321 4.040 0.421
H -5.470 1.755 -0.658
H -3.978 -0.357 -1.084
H -0.627 -1.239 0.391
H -1.954 -1.645 -0.809
H 0.008 0.979 -3.944
H 1.912 -0.592 -2.563
H 1.555 0.786 -1.414
H 1.508 -2.295 -0.522
H 1.749 -0.862 0.607
H 3.947 -1.854 -1.473
H 4.134 -0.353 -0.310
O 2.719 -3.168 4.130
H 2.214 -2.388 4.453
H 3.240 -2.948 3.318
H 2.130 -3.940 3.978
*
```

Atom charges from the natural (NBO) analysis, given in e for atoms 1 to 4:
1 C -0.65
2 C -0.03
3 C -0.23
4 C -0.25

***

Molecular formula: C11H19BF3N2O13Tl
Method: DFT, the ωB97M-V functional and the def2-TZVPD basis

Relative energy (zero: lowest compared OMol25 entry of this formula, charge and spin): 0.00 kJ/mol
E_LUMO: -14.2 eV

Structure (ORCA input):
```
! RIJCOSX wB97M-V def2-TZVPD def2/J DEFGRID3
* xyz 2 1
Tl 2.572 2.157 -2.091
B 0.175 0.697 -1.185
H 0.668 1.015 -0.163
H -0.818 0.102 -1.065
H 0.005 1.610 -1.893
H 0.990 -0.026 -1.634
C 3.290 -0.163 2.425
C 4.186 -1.385 2.338
O 4.434 -1.504 0.947
C 3.551 -0.770 0.263
O 3.435 -0.758 -0.934
O 2.744 -0.098 1.100
F 3.650 -2.534 2.799
H 3.876 0.705 2.727
H 2.464 -0.260 3.124
H 5.129 -1.220 2.859
C -0.977 -3.741 -2.265
C -0.612 -2.346 -2.769
O -1.827 -1.654 -2.517
C -2.844 -2.535 -2.534
O -4.000 -2.255 -2.453
O -2.371 -3.794 -2.501
F -0.450 -2.320 -4.097
H -0.815 -3.986 -1.214
H -0.444 -4.483 -2.871
H 0.234 -1.980 -2.190
C -1.210 0.015 1.861
C -0.404 -1.221 1.524
O -1.466 -2.114 1.226
C -2.567 -1.726 1.885
O -3.495 -2.456 2.103
O -2.505 -0.458 2.273
F 0.302 -1.630 2.616
H -1.345 0.625 0.965
H -0.791 0.623 2.658
H 0.335 -1.020 0.751
C 1.423 4.640 2.751
N 1.395 3.217 2.265
O 1.046 2.392 3.075
O 1.545 2.938 1.079
H 2.105 4.633 3.597
H 0.406 4.845 3.072
H 1.742 5.295 1.949
C -2.699 1.496 -2.823
N -3.941 2.302 -2.874
O -4.832 1.997 -2.109
O -3.974 3.225 -3.642
H -2.733 0.945 -1.880
H -1.867 2.191 -2.895
H -2.713 0.771 -3.634
*
```

Atom charges from the natural (NBO) analysis, given in e for atoms 1 to 4:
1 Tl 0.99
2 B -0.66
3 H 0.19
4 H 0.03

***

Molecular formula: C11H19Br3IN3O4P2
Method: DFT, the ωB97M-V functional and the def2-TZVPD basis

E_LUMO: 0.0 eV
SMILES: [H]/N=C(\C)C[C@]1(P(O)I)[C@@H](/C(Br)=C(/C)Br)O[C@H]([PH2]=O)[C@@H]1Br.NC(N)=O

Structure (ORCA input):
```
! RIJCOSX wB97M-V def2-TZVPD def2/J DEFGRID3
* xyz 0 1
H 3.164 0.429 2.892
N 2.828 -0.245 2.203
C 3.244 0.048 1.035
C 4.136 1.225 0.754
C 2.803 -0.893 -0.067
C 1.520 -0.492 -0.865
P 1.725 0.702 -2.369
O 1.230 -0.191 -3.648
I 4.111 0.618 -2.885
C 0.400 -0.021 0.125
C -0.195 1.354 -0.055
Br 0.535 2.641 1.125
C -1.140 1.744 -0.901
C -1.771 3.084 -1.021
Br -1.789 0.469 -2.168
O -0.649 -0.999 0.154
C -0.118 -2.237 -0.260
P 0.295 -3.381 1.122
O -0.892 -3.666 1.966
C 0.868 -1.820 -1.359
Br 2.079 -3.196 -1.992
H 4.883 0.997 -0.004
H 3.558 2.100 0.450
H 4.671 1.479 1.672
H 2.599 -1.833 0.444
H 3.620 -1.082 -0.762
H 0.262 -0.200 -3.685
H 0.829 -0.027 1.127
H -1.788 3.578 -0.050
H -2.812 2.950 -1.310
H -1.259 3.683 -1.778
H -0.935 -2.765 -0.770
H 0.802 -4.499 0.441
H 1.338 -2.793 1.858
H 0.238 -1.668 -2.225
N -5.466 1.224 2.108
C -4.597 0.995 1.079
N -4.305 -0.311 0.822
O -4.109 1.903 0.422
H -5.872 0.492 2.659
H -5.693 2.178 2.313
H -3.660 -0.486 0.073
H -4.686 -1.085 1.332
*
```

Atom charges from the natural (NBO) analysis, given in e for atoms 1 to 4:
1 H 0.34
2 N -0.64
3 C 0.33
4 C -0.70

***

Molecular formula: C11H19BrNO5P
Method: DFT, the ωB97M-V functional and the def2-TZVPD basis

E_LUMO: -2.4 eV

Structure (ORCA input):
```
! RIJCOSX wB97M-V def2-TZVPD def2/J DEFGRID3
* xyz 0 1
C -3.466 3.570 -1.626
C -2.515 2.653 -1.175
C -2.892 1.694 -0.099
N -1.827 0.647 0.203
C -0.768 1.339 1.050
C 0.565 0.669 0.998
C 1.100 -0.091 1.932
C -1.299 0.077 -1.060
O -0.983 -1.265 -0.773
C -0.159 -1.950 -1.668
C 0.268 -1.363 -2.993
O 0.167 -3.066 -1.354
P -2.752 -0.703 1.116
O -1.647 -1.435 2.002
Br -4.000 0.349 2.643
H -3.496 4.600 -1.289
H -4.236 3.255 -2.327
H -1.539 2.658 -1.653
H -2.969 2.284 0.809
H -3.876 1.226 -0.239
H -0.673 2.395 0.810
H -1.122 1.307 2.082
H 1.165 0.867 0.116
H 2.001 -0.635 1.653
H 0.656 -0.222 2.909
H -2.070 0.087 -1.832
H -0.471 0.686 -1.404
H 1.168 -1.899 -3.267
H 0.561 -0.317 -2.942
H -0.466 -1.520 -3.778
H -1.386 -2.237 1.521
C 5.743 -2.340 1.631
C 4.663 -1.416 1.037
O 4.858 -0.186 1.138
O 3.683 -2.000 0.508
H 6.557 -1.764 2.070
H 5.304 -2.973 2.404
H 6.152 -2.982 0.848
*
```

Atom charges from the natural (NBO) analysis, given in e for atoms 1 to 4:
1 C -0.36
2 C -0.22
3 C -0.29
4 N -0.51

***

Molecular formula: C11H19CaNOP
Method: DFT, the ωB97M-V functional and the def2-TZVPD basis

Relative energy (zero: lowest compared OMol25 entry of this formula, charge and spin): 0.00 kJ/mol
E_LUMO (spin up / spin down): 3.1 / 3.2 eV

Structure (ORCA input):
```
! RIJCOSX wB97M-V def2-TZVPD def2/J DEFGRID3
* xyz -1 1
C 0.492 -0.133 -4.810
C -0.758 -0.830 -4.753
C -0.556 -2.033 -4.024
C 0.831 -2.086 -3.637
C 1.478 -0.911 -4.130
Ca -0.421 -0.071 -2.219
P -0.627 2.644 -1.959
H 0.680 0.793 -5.339
H -1.693 -0.452 -5.135
H -1.314 -2.743 -3.704
H 2.540 -0.698 -4.076
H 1.312 -2.888 -3.068
H -1.593 2.874 -0.929
H -1.180 3.454 -2.993
H 0.429 3.463 -1.480
O 0.190 -0.097 -0.193
C 0.360 -0.090 1.080
C 0.517 1.205 1.799
C -0.679 1.413 2.776
C -0.465 0.594 4.058
C -0.454 -0.935 3.952
C 0.702 -1.511 3.109
N 0.370 -1.275 1.682
H 1.480 1.285 2.336
H 0.509 1.958 1.016
H -0.793 2.485 3.003
H -1.621 1.147 2.274
H 0.471 0.930 4.515
H -1.270 0.854 4.746
H -0.369 -1.383 4.948
H -1.402 -1.286 3.526
H 1.633 -1.017 3.338
H 0.823 -2.613 3.261
H 0.380 -2.047 1.030
*
```

Atom charges from the natural (NBO) analysis, given in e for atoms 1 to 4:
1 C -0.42
2 C -0.41
3 C -0.42
4 C -0.40

***

Molecular formula: C11H19CoNO7
Method: DFT, the ωB97M-V functional and the def2-TZVPD basis

E_LUMO (spin up / spin down): 2.3 / 2.3 eV
Expectation value of S²: 6.0233

Structure (ORCA input):
```
! RIJCOSX wB97M-V def2-TZVPD def2/J DEFGRID3
* xyz -1 5
Co 2.030 0.290 -0.147
C 2.782 2.234 -1.648
O 1.652 1.942 -1.309
O 3.180 3.247 -2.097
O 3.554 1.436 -1.114
C 3.838 -0.722 1.263
O 3.319 -1.247 0.246
O 3.359 0.401 1.431
O 5.080 -0.562 1.062
C -1.694 -2.172 -0.697
C -0.688 -1.021 -0.954
C -1.404 0.093 -1.775
C -2.329 0.946 -0.864
C -1.539 1.475 0.322
C -0.747 0.465 1.207
N -0.077 -0.436 0.301
O 0.497 -1.459 0.986
C 0.314 1.227 2.023
C -1.701 -0.177 2.143
C 0.441 -1.569 -1.864
H -1.286 -2.923 -0.021
H -1.956 -2.741 -1.589
H -2.597 -1.713 -0.295
H -0.669 0.728 -2.270
H -2.103 -0.348 -2.485
H -3.143 0.334 -0.475
H -2.819 1.689 -1.494
H -2.141 1.973 1.081
H -0.940 2.338 0.030
H -0.161 1.975 2.658
H 0.934 0.603 2.666
H 0.996 1.818 1.412
H -2.174 0.516 2.840
H -2.521 -0.615 1.574
H -1.291 -0.973 2.765
H 1.001 -2.293 -1.271
H 1.261 -0.897 -2.119
H 0.019 -1.921 -2.805
H -0.279 -1.942 1.281
*
```

Atom charges from the natural (NBO) analysis, given in e for atoms 1 to 4:
1 Co 1.48
2 C 0.90
3 O -0.82
4 O -0.70

***

Molecular formula: C11H19CuNO8
Method: DFT, the ωB97M-V functional and the def2-TZVPD basis

E_LUMO (spin up / spin down): 4.3 / 4.3 eV
Expectation value of S²: 0.7537

Structure (ORCA input):
```
! RIJCOSX wB97M-V def2-TZVPD def2/J DEFGRID3
* xyz -2 2
Cu 1.528 -0.251 0.684
O 2.534 1.739 0.042
C 2.139 2.436 -1.139
C 3.269 3.116 -2.048
O 4.649 2.871 -1.887
H 1.371 3.145 -0.830
H 1.687 1.545 -1.574
H 3.179 4.194 -1.910
H 2.905 2.882 -3.048
C -1.645 2.826 -0.155
N -1.399 1.582 0.534
O -0.735 0.677 -0.012
O -1.838 1.550 1.744
H -1.355 2.705 -1.199
H -0.999 3.461 0.452
H -2.711 3.048 -0.111
O 0.306 -0.004 2.837
C -0.304 -0.753 3.585
O 0.045 -2.059 3.804
C -0.665 -2.634 4.834
C -1.965 -1.827 4.910
C -1.527 -0.462 4.428
H 0.052 -2.529 5.649
H -0.905 -3.691 4.722
H -2.325 -1.741 5.935
H -2.807 -2.287 4.392
H -1.405 0.085 5.363
H -2.306 0.039 3.852
O 1.358 -1.117 -1.386
C 0.695 -1.450 -2.371
O 0.738 -2.803 -2.941
C -0.035 -2.850 -4.099
C -0.003 -1.418 -4.537
C -0.175 -0.607 -3.306
H -1.020 -3.220 -3.814
H 0.589 -3.438 -4.773
H -0.847 -1.315 -5.219
H 0.918 -1.253 -5.095
H -1.165 -0.610 -2.850
H 0.172 0.414 -3.462
*
```

Atom charges from the natural (NBO) analysis, given in e for atoms 1 to 4:
1 Cu 0.87
2 O -1.03
3 C -0.09
4 C -0.07

***

Molecular formula: C11H19FN4O3S4
Method: DFT, the ωB97M-V functional and the def2-TZVPD basis

E_LUMO: -1.4 eV

Structure (ORCA input):
```
! RIJCOSX wB97M-V def2-TZVPD def2/J DEFGRID3
* xyz 0 1
N -1.795 1.824 0.244
C -0.462 2.167 0.237
C 0.468 2.060 -1.150
N 1.294 0.793 -1.184
C 0.454 -0.457 -1.320
C 0.196 -1.168 0.170
C 1.026 -2.566 0.379
S 2.528 -2.443 1.492
C 2.234 -1.327 2.968
S 0.981 -1.615 4.081
N 3.142 -0.129 3.142
C 3.052 0.989 2.127
C 4.135 2.174 2.462
N 4.753 1.584 3.711
C 4.188 0.225 4.175
S 2.605 0.865 -2.336
O 3.830 0.150 -1.644
O 2.316 0.204 -3.705
F 3.159 2.474 -2.675
H -2.006 1.557 -0.746
H 0.069 2.502 1.252
H 1.236 2.968 -1.056
H -0.156 2.268 -2.122
H -0.569 -0.156 -1.847
H 1.016 -1.252 -1.971
H 0.328 -0.400 1.057
H -0.963 -1.454 0.166
H 0.230 -3.383 0.731
H 1.416 -2.957 -0.672
H 2.263 0.885 1.270
H 4.341 3.157 1.862
H 4.480 -0.418 5.108
C -4.380 -2.123 -1.262
S -4.225 -0.488 -2.022
O -3.301 0.323 -1.162
C -5.915 0.046 -1.656
H -3.417 -2.634 -1.339
H -4.653 -2.022 -0.209
H -5.139 -2.701 -1.793
H -6.093 0.012 -0.578
H -6.624 -0.605 -2.174
H -6.041 1.071 -2.012
*
```

Atom charges from the natural (NBO) analysis, given in e for atoms 1 to 4:
1 N -0.55
2 C 0.05
3 C -0.32
4 N -0.62